Here is a gas-phase ion, C9H12ClN2O2 (charge +1) from the Open Molecules 2025 dataset. Energies are from ωB97M-V with the def2-TZVPD basis set.

As for the relative energy (zero: lowest compared OMol25 entry of this formula, charge and spin): 26.2 kcal per mole. As for the HOMO energy: -0.50813 hartree. As for the SMILES: CC1(C)[NH+]=C2NC(=O)COC2=C[C@H]1Cl. The charge is +1. Its total energy is -29116.3736 eV. Its HOMO-LUMO gap is 8.9 eV.

Bonds (Å) are listed after each position.
Cartesian coordinates (Å):
1 C -1.999 1.250 -0.419  C2 1.528, H15 1.108, H16 1.107, H17 1.086
2 C -1.436 -0.114 -0.813  C1 1.528, C3 1.531, N4 1.486, C13 1.876
3 C -2.510 -1.125 -1.223  C2 1.531, H18 0.998, H19 1.096, H20 1.169
4 N -0.678 -0.582 0.377  C2 1.486, C5 1.296, H21 0.956
5 C 0.552 -0.359 0.721  N4 1.296, N6 1.295, C11 1.420
6 N 0.962 -0.943 1.802  C5 1.295, C7 1.368, H22 0.949
7 C 2.034 -0.463 2.503  N6 1.368, O8 1.203, C9 1.492
8 O 2.311 -1.031 3.527  C7 1.203
9 C 2.786 0.654 1.862  C7 1.492, O10 1.434, H23 1.193, H24 1.065
10 O 2.715 0.475 0.441  C9 1.434, C11 1.361
11 C 1.463 0.376 -0.083  C5 1.420, O10 1.361, C12 1.345
12 C 1.254 0.559 -1.398  C11 1.345, C13 1.460, H25 1.106
13 C -0.042 0.275 -2.007  C2 1.876, C12 1.460, Cl14 1.822, H26 1.085
14 Cl 0.023 -1.140 -3.152  C13 1.822
15 H -1.381 1.629 0.420  C1 1.108
16 H -3.083 1.153 -0.212  C1 1.107
17 H -1.869 1.894 -1.284  C1 1.086
18 H -3.319 -1.025 -0.646  C3 0.998
19 H -2.206 -2.177 -1.271  C3 1.096
20 H -2.700 -0.760 -2.318  C3 1.169
21 H -1.120 -1.133 1.021  N4 0.956
22 H 0.462 -1.590 2.283  N6 0.949
23 H 2.325 1.526 2.534  C9 1.193
24 H 3.821 0.540 2.086  C9 1.065
25 H 1.977 1.018 -2.098  C12 1.106
26 H -0.340 1.094 -2.655  C13 1.085

=====

Here is 2 unconnected molecules or ions with the total composition O2S4 from the Open Molecules 2025 dataset. Energies are from ωB97M-V with the def2-TZVPD basis set.

As for the relative energy (zero: lowest compared OMol25 entry of this formula, charge and spin): 0.0 kcal per mole. As for the HOMO energy: -0.35061 hartree. Its total energy is -47434.1272 eV. Its HOMO-LUMO gap is 6.7 eV.

Bonds (Å) are listed after each position.
Cartesian coordinates (Å):
1 O -2.829 -1.035 -0.370  S6 1.434
2 O -1.257 0.199 0.935  S6 1.450
3 S 1.731 2.031 0.133  S4 2.017
4 S 1.844 0.033 0.383  S3 2.017, S5 2.006
5 S 2.575 -1.401 -0.813  S4 2.006
6 S -2.065 0.174 -0.269  O1 1.434, O2 1.450

=====

Here is 2 unconnected molecules or ions with the total composition C3H8S from the Open Molecules 2025 dataset. Energies are from ωB97M-V with the def2-TZVPD basis set.

As for the relative energy (zero: lowest compared OMol25 entry of this formula, charge and spin): 30.9 kcal per mole. As for the HOMO energy: -0.33239 hartree. As for the SMILES: C=C.CS. Its total energy is -14074.5812 eV. Its HOMO-LUMO gap is 10.0 eV.

Bonds (Å) are listed after each position.
Cartesian coordinates (Å):
1 C 2.010 0.558 -1.198  C2 1.324, H3 1.082, H4 1.079
2 C 1.487 -0.654 -1.301  C1 1.324, H5 1.085, H6 1.077
3 H 1.429 1.420 -1.495  C1 1.082
4 H 2.984 0.763 -0.780  C1 1.079
5 H 0.433 -0.628 -1.558  C2 1.085
6 H 2.076 -1.473 -0.924  C2 1.077
7 C -1.505 0.472 1.262  S8 1.834, H9 1.080, H10 1.085, H11 1.085
8 S -2.685 -0.855 1.723  C7 1.834, H12 1.338
9 H -0.902 0.629 2.144  C7 1.080
10 H -2.076 1.328 0.916  C7 1.085
11 H -0.805 0.126 0.508  C7 1.085
12 H -2.444 -1.686 0.703  S8 1.338

=====

Here is 2 unconnected molecules or ions with the total composition C8H11N3O from the Open Molecules 2025 dataset. Energies are from ωB97M-V with the def2-TZVPD basis set.

As for the relative energy (zero: lowest compared OMol25 entry of this formula, charge and spin): 42.0 kcal per mole. As for the HOMO energy: -0.30306 hartree. As for the SMILES: C[C@H](C#N)C=O.C/C(N)=C/C#N. Its total energy is -14989.6250 eV. Its HOMO-LUMO gap is 8.7 eV.

Bonds (Å) are listed after each position.
Cartesian coordinates (Å):
1 C 3.227 1.509 -0.271  C2 1.533, H7 1.100, H8 1.100, H9 1.088
2 C 2.834 0.201 0.426  C1 1.533, C3 1.469, C5 1.522, H10 1.071
3 C 3.642 -0.930 -0.050  C2 1.469, N4 1.158
4 N 4.306 -1.798 -0.433  C3 1.158
5 C 1.344 -0.060 0.254  C2 1.522, O6 1.207, H11 1.116
6 O 0.885 -1.059 -0.244  C5 1.207
7 H 4.283 1.755 -0.082  C1 1.100
8 H 2.610 2.339 0.104  C1 1.100
9 H 3.079 1.432 -1.346  C1 1.088
10 H 3.008 0.313 1.476  C2 1.071
11 H 0.708 0.789 0.602  C5 1.116
12 C -3.669 0.517 -0.708  C13 1.508, H18 1.097, H19 1.099, H20 1.098
13 C -2.575 -0.267 -0.028  C12 1.508, N14 1.350, C15 1.358
14 N -2.175 0.192 1.177  C13 1.350, H21 1.009, H22 1.008
15 C -2.042 -1.368 -0.616  C13 1.358, C16 1.425, H23 1.077
16 C -1.010 -2.092 0.047  C15 1.425, N17 1.163
17 N -0.182 -2.638 0.655  C16 1.163
18 H -3.997 1.374 -0.109  C12 1.097
19 H -3.326 0.889 -1.684  C12 1.099
20 H -4.542 -0.123 -0.897  C12 1.098
21 H -2.573 1.011 1.611  N14 1.009
22 H -1.449 -0.277 1.696  N14 1.008
23 H -2.386 -1.708 -1.579  C15 1.077

=====

Here is C19H19FN6O2 in the gas phase from the Open Molecules 2025 dataset. Energies are from ωB97M-V with the def2-TZVPD basis set.

As for the HOMO energy: -0.32402 hartree. As for the SMILES: CC(C)NC(=O)Cn1nnc(-c2cccc(NC(=O)c3ccccc3F)c2)n1. Its total energy is -35765.1104 eV. Its HOMO-LUMO gap is 8.9 eV.

Bonds (Å) are listed after each position.
Cartesian coordinates (Å):
1 C -0.136 3.456 1.564  C2 1.526, H29 1.088, H30 1.086, H31 1.087
2 C 1.288 3.158 1.104  C1 1.526, C3 1.526, N4 1.452, H32 1.095
3 C 1.750 1.797 1.619  C2 1.526, H33 1.088, H34 1.088, H35 1.086
4 N 1.337 3.172 -0.347  C2 1.452, C5 1.335, H36 1.015
5 C 2.136 3.969 -1.061  N4 1.335, O6 1.210, C7 1.553
6 O 2.850 4.840 -0.618  C5 1.210
7 C 2.036 3.731 -2.593  C5 1.553, N8 1.426, H37 1.095, H38 1.091
8 N 2.102 2.349 -2.942  C7 1.426, N9 1.309, N28 1.316
9 N 2.988 1.834 -3.757  N8 1.309, N10 1.285
10 N 2.779 0.567 -3.804  N9 1.285, C11 1.347
11 C 1.739 0.312 -2.985  N10 1.347, C12 1.447, N28 1.332
12 C 1.197 -0.992 -2.673  C11 1.447, C13 1.391, C27 1.391
13 C 1.538 -2.114 -3.422  C12 1.391, C14 1.384, H39 1.078
14 C 1.009 -3.343 -3.071  C13 1.384, C15 1.383, H40 1.080
15 C 0.165 -3.462 -1.982  C14 1.383, C16 1.396, H41 1.081
16 C -0.167 -2.340 -1.221  C15 1.396, N17 1.399, C27 1.387
17 N -1.011 -2.519 -0.121  C16 1.399, C18 1.359, H42 1.010
18 C -1.329 -1.619 0.847  N17 1.359, O19 1.217, C20 1.500
19 O -0.940 -0.467 0.872  C18 1.217
20 C -2.252 -2.122 1.917  C18 1.500, C21 1.396, C25 1.392
21 C -2.963 -1.152 2.625  C20 1.396, C22 1.381, H43 1.079
22 C -3.831 -1.489 3.644  C21 1.381, C23 1.386, H44 1.079
23 C -4.003 -2.818 3.995  C22 1.386, C24 1.383, H45 1.079
24 C -3.300 -3.802 3.324  C23 1.383, C25 1.382, H46 1.079
25 C -2.442 -3.446 2.301  C20 1.392, C24 1.382, F26 1.357
26 F -1.771 -4.452 1.684  C25 1.357
27 C 0.344 -1.102 -1.579  C12 1.391, C16 1.387, H47 1.076
28 N 1.293 1.442 -2.438  N8 1.316, C11 1.332
29 H -0.804 2.663 1.233  C1 1.088
30 H -0.173 3.509 2.648  C1 1.086
31 H -0.478 4.404 1.157  C1 1.087
32 H 1.969 3.946 1.442  C2 1.095
33 H 2.736 1.556 1.228  C3 1.088
34 H 1.048 1.023 1.314  C3 1.088
35 H 1.801 1.807 2.704  C3 1.086
36 H 0.835 2.429 -0.822  N4 1.015
37 H 1.084 4.152 -2.933  C7 1.095
38 H 2.862 4.243 -3.087  C7 1.091
39 H 2.207 -2.007 -4.261  C13 1.078
40 H 1.260 -4.221 -3.647  C14 1.080
41 H -0.235 -4.429 -1.710  C15 1.081
42 H -1.357 -3.463 -0.027  N17 1.010
43 H -2.806 -0.120 2.347  C21 1.079
44 H -4.372 -0.716 4.168  C22 1.079
45 H -4.677 -3.091 4.792  C23 1.079
46 H -3.402 -4.845 3.582  C24 1.079
47 H 0.095 -0.224 -1.009  C27 1.076

=====

Q: Which of these has the lowest HOMO?
A: C9H12ClN2O2